{
  "formula": "C36H101N9O10",
  "method": "wB97M-V/def2-TZVPD",
  "species": ["C", "O", "C", "C", "C", "N", "H", "H", "H", "H", "H", "H", "H", "H", "H", "H", "H", "C", "O", "C", "C", "C", "N", "H", "H", "H", "H", "H", "H", "H", "H", "H", "H", "H", "C", "O", "C", "C", "C", "N", "H", "H", "H", "H", "H", "H", "H", "H", "H", "H", "H", "C", "O", "C", "C", "C", "N", "H", "H", "H", "H", "H", "H", "H", "H", "H", "H", "H", "C", "O", "C", "C", "C", "N", "H", "H", "H", "H", "H", "H", "H", "H", "H", "H", "H", "C", "O", "C", "C", "C", "N", "H", "H", "H", "H", "H", "H", "H", "H", "H", "H", "H", "C", "O", "C", "C", "C", "N", "H", "H", "H", "H", "H", "H", "H", "H", "H", "H", "H", "C", "O", "C", "C", "C", "N", "H", "H", "H", "H", "H", "H", "H", "H", "H", "H", "H", "C", "O", "C", "C", "C", "N", "H", "H", "H", "H", "H", "H", "H", "H", "H", "H", "H", "O", "H", "H"],
  "xyz": [[0.43610, 3.70904, -4.81720], [0.30350, 2.34480, -5.09372], [1.48438, 1.56070, -5.54573], [1.75003, 1.90661, -7.06921], [0.65520, 1.28718, -7.92304], [3.01237, 1.35295, -7.54605], [-0.52527, 4.17870, -4.60916], [0.90965, 4.26222, -5.62828], [1.12960, 3.78477, -3.97969], [2.25629, 1.80870, -4.81720], [1.18495, 0.51494, -5.47628], [1.87961, 2.97898, -7.21527], [0.55128, 1.57901, -8.96809], [-0.36054, 1.56679, -7.64342], [0.57683, 0.20000, -7.92727], [2.99549, 0.34327, -7.52734], [3.13392, 1.40541, -8.54733], [0.74356, -2.44802, -4.69504], [0.28406, -3.19316, -5.81516], [-1.08242, -3.04101, -6.16834], [-1.31915, -3.46092, -7.61403], [-0.83193, -2.47835, -8.67878], [-2.73788, -3.51744, -7.82030], [0.84602, -1.39764, -4.96762], [1.71669, -2.83280, -4.38999], [0.15622, -2.47141, -3.77712], [-1.73063, -3.67764, -5.56616], [-1.46856, -2.04524, -5.95056], [-1.02709, -4.48271, -7.85639], [-1.08304, -2.77814, -9.69621], [0.23266, -2.27135, -8.56969], [-1.31332, -1.50846, -8.55353], [-2.98508, -3.57173, -8.79808], [-3.10136, -4.32053, -7.32733], [-4.42934, 1.18873, -1.26295], [-3.59557, 2.23054, -1.73316], [-2.42138, 1.79720, -2.37817], [-1.26069, 1.54588, -1.37842], [-0.98107, 2.65902, -0.36175], [0.03238, 1.41583, -2.07378], [-4.87432, 0.64238, -2.09457], [-5.28000, 1.65885, -0.76952], [-3.94306, 0.45566, -0.61935], [-2.45863, 0.91382, -3.01563], [-2.19692, 2.58540, -3.09682], [-1.39156, 0.58020, -0.89011], [-0.84338, 3.67837, -0.72239], [-0.02953, 2.48443, 0.14044], [-1.81027, 2.70914, 0.34395], [-0.09294, 1.23569, -3.05965], [0.51815, 2.30031, -2.03113], [4.68352, 1.89265, 0.32950], [4.01717, 1.11610, -0.73789], [4.79241, 0.93561, -1.91521], [4.11782, 0.21262, -3.06709], [3.89150, -1.24298, -2.73216], [4.80195, 0.31093, -4.34279], [5.64112, 1.43209, 0.57236], [4.24780, 1.96107, 1.32628], [4.76909, 2.96238, 0.13853], [5.10988, 1.86403, -2.38990], [5.68152, 0.33794, -1.71430], [3.16587, 0.72523, -3.20540], [4.85955, -1.66888, -2.46836], [3.45159, -1.81216, -3.55106], [3.27362, -1.32240, -1.83772], [5.79138, 0.38787, -4.15514], [4.65055, 1.27690, -4.59595], [-4.13493, 2.02530, 1.91892], [-5.22098, 1.05602, 1.92354], [-6.32001, 1.30999, 2.77342], [-7.31924, 0.15347, 2.61276], [-7.84029, -0.08988, 1.15560], [-8.40786, 0.30937, 3.54254], [-4.55574, 2.91966, 1.45943], [-3.30692, 1.64161, 1.32287], [-3.88396, 2.22200, 2.96123], [-5.98673, 1.41258, 3.80614], [-6.80900, 2.26338, 2.57332], [-6.74104, -0.72064, 2.91229], [-8.66420, 0.59607, 0.95880], [-8.16988, -1.10586, 0.93823], [-7.08036, 0.14562, 0.41051], [-7.99728, 0.19644, 4.45838], [-9.11541, -0.40932, 3.48802], [-1.48149, 0.56999, 3.75278], [-1.51022, 1.91534, 4.16963], [-0.23941, 2.61254, 4.10056], [-0.42715, 4.12069, 3.85463], [0.91414, 4.80095, 3.62567], [-1.15935, 4.78459, 4.90257], [-0.62858, -0.03989, 4.05058], [-1.66805, 0.48628, 2.68213], [-2.39228, 0.18004, 4.20721], [0.48011, 2.35431, 4.87754], [0.25835, 2.32322, 3.17502], [-1.01638, 4.20778, 2.94177], [0.74764, 5.80272, 3.22965], [1.58594, 4.31982, 2.91482], [1.43650, 4.89876, 4.57734], [-0.69508, 4.44800, 5.73399], [-0.89490, 5.75814, 4.85394], [2.78176, -2.22297, 4.90838], [2.15369, -0.97841, 4.49753], [2.68823, 0.17111, 5.13802], [2.46448, 0.23524, 6.66841], [0.98793, 0.33418, 7.10169], [3.10013, 1.43800, 7.11027], [2.63099, -2.35510, 5.97979], [3.85126, -2.28532, 4.70743], [2.30719, -3.11730, 4.50456], [3.73384, 0.28875, 4.85349], [2.11111, 0.89474, 4.56235], [2.95130, -0.60845, 7.15759], [0.54751, 1.29360, 6.83033], [0.85758, 0.16628, 8.17077], [0.48027, -0.45982, 6.55403], [2.97270, 1.54526, 8.10644], [4.09069, 1.33674, 6.94102], [-4.17190, -2.05150, 2.13734], [-3.33804, -2.41393, 3.27662], [-2.08095, -2.98644, 2.87156], [-1.36068, -3.75411, 4.04766], [-0.89571, -2.81225, 5.15726], [-0.29347, -4.63344, 3.51836], [-4.21871, -2.89603, 1.44981], [-3.94868, -1.19289, 1.50404], [-5.12579, -1.89877, 2.64219], [-2.24214, -3.70888, 2.07144], [-1.56180, -2.13129, 2.43878], [-2.04235, -4.46520, 4.51433], [-0.53248, -3.35602, 6.02931], [-1.74984, -2.19917, 5.44483], [-0.16085, -2.09154, 4.79857], [-0.65590, -5.23933, 2.79611], [0.33089, -3.95688, 3.10297], [6.13927, -1.80052, 0.74201], [4.94970, -2.57756, 0.99467], [3.73826, -1.77751, 1.15385], [2.46299, -2.63928, 1.54607], [1.89426, -3.41076, 0.34423], [1.31238, -1.82794, 2.02427], [6.67646, -1.48434, 1.63619], [5.82401, -0.91741, 0.18629], [6.87602, -2.29460, 0.10863], [3.96530, -1.15775, 2.02128], [3.60442, -1.10111, 0.30965], [2.77382, -3.31293, 2.34462], [2.62015, -4.10863, -0.07310], [1.55437, -2.63989, -0.34738], [1.16691, -4.14415, 0.69238], [1.51963, -1.37233, 2.90152], [1.23496, -1.04941, 1.38552], [1.45267, 0.40051, 0.18991], [0.90746, 0.67208, -0.54849], [2.34880, 0.44829, -0.14309]],
  "forces_ev_per_angstrom": [[1.4089, -0.1487, -0.1039], [-0.3866, -1.8133, -0.8336], [-1.3855, 2.2499, -0.7568], [0.2731, -1.2031, -0.2089], [-2.3935, 0.4964, -0.2056], [1.3007, -0.7258, 0.3800], [-0.0117, -0.4045, 0.1201], [-0.0700, 0.0803, -0.3114], [-0.0823, 0.5262, 0.4847], [0.5516, -0.1604, -0.4784], [0.0612, 0.1537, 0.1675], [-0.5759, 0.0835, 0.1937], [1.1148, 0.2309, -0.2317], [-0.1358, 0.2480, 0.8075], [0.7302, -0.1630, 0.3181], [-0.1072, -0.4940, 0.9765], [-0.2792, 1.1401, -0.3325], [0.1639, 0.0929, -0.2030], [-0.1132, -0.0315, 0.3570], [0.2538, -0.4405, 0.1081], [-0.2260, 0.4490, -1.3543], [0.7255, 0.4825, 0.5920], [-1.7253, 0.3378, 0.7227], [0.0754, 0.1343, -0.0257], [0.0159, -0.0566, -0.3982], [-0.6594, -0.3600, -0.1541], [0.1015, -0.3958, 0.3865], [0.2058, 0.4529, -0.4386], [1.4126, 0.0679, 0.5148], [0.2562, -0.3579, 0.0420], [0.1389, -0.2625, -0.2846], [-0.2758, 0.0198, 0.2820], [0.0163, -0.1474, 0.0557], [-0.4164, -0.0638, -0.1733], [-0.6915, 0.1100, -0.4552], [-0.0711, -0.7009, -0.0610], [0.9385, 0.6341, 0.5158], [0.9904, 1.1500, -0.5897], [-0.8729, -0.1105, 0.6918], [0.0867, -0.2740, -0.5536], [0.1387, -0.1883, -0.3396], [0.2835, -0.0502, 0.3629], [0.1599, 0.1879, 0.2418], [-0.8406, -0.4775, 0.1077], [0.4752, 0.3116, 0.2356], [-0.4762, 0.1059, 0.4091], [-0.3951, -0.0620, -0.8645], [-0.2166, -0.4888, 0.3764], [0.2698, 0.0967, 0.2775], [0.0453, -0.2092, -0.2855], [0.0202, 0.1897, -0.1139], [0.4567, -0.3512, -0.4134], [0.1320, 0.9249, 1.1139], [0.9179, 0.1731, -0.4298], [-1.7780, -0.7652, 0.5976], [-0.0257, -0.0056, 0.5115], [0.4948, 1.1871, 0.3921], [0.3478, 0.1764, -0.5272], [-1.3473, -1.0619, -0.3649], [0.3383, -0.0778, -0.9798], [0.1393, 0.6325, 0.5978], [0.4360, 0.1092, 0.4373], [-0.3815, -0.1957, 0.0201], [0.1015, -0.3048, -0.1046], [0.0627, 0.1632, 0.0646], [-0.1612, -0.1581, -0.0460], [0.7060, -0.7424, -0.0106], [-0.3262, 0.3154, -0.9090], [-2.0908, -0.3909, 0.5649], [0.6803, -0.2143, -0.4441], [-0.0857, 0.2677, -0.5024], [0.5339, -1.0563, -1.0855], [0.4325, 0.8957, 0.5064], [-0.3184, 0.6399, 0.7030], [0.3988, 0.3629, -0.0660], [-0.1993, -0.1254, 0.2647], [0.5379, 0.1460, -0.1025], [0.0756, -0.3543, 0.3822], [-0.1269, 0.2824, -0.4682], [0.2072, -0.2887, -0.2987], [-0.1768, -0.0045, 0.0608], [-0.0429, -0.0566, 0.4346], [0.2209, -0.0251, 0.1788], [-0.2085, 0.1894, 0.3924], [0.0432, -0.1464, -0.4088], [-1.2898, -0.0535, 0.1305], [1.7140, 1.1907, 0.5654], [-0.8871, 0.0286, -1.6620], [0.0463, -0.7700, -0.5946], [0.3281, 0.1147, -0.0976], [0.0692, -0.1312, 0.5770], [0.2342, 0.2978, 0.1030], [0.4660, 0.0270, -0.3504], [0.1477, -0.5409, 0.0705], [-0.3570, 0.1159, 0.6392], [0.1505, -0.4824, -0.2465], [-0.0740, -0.1397, -0.2023], [-0.0548, 0.1361, 0.0990], [-0.0918, -0.3040, -0.0394], [0.1469, -0.0101, 0.0561], [-0.2658, 0.1070, 0.7287], [-0.2785, 0.3947, 0.0983], [-0.5684, 0.2338, 0.8268], [0.9563, -1.8829, 0.9205], [-1.1822, -0.4376, -0.4493], [-0.7633, 0.3744, -0.2296], [0.4517, -0.9364, -0.9056], [0.8438, 0.9868, 0.0352], [0.1733, 0.1199, 0.1774], [0.1031, 0.3876, -0.2606], [-0.3011, 0.4936, -0.6086], [0.3577, 0.0075, 0.2967], [0.2339, 0.8499, 0.6975], [-0.2413, -0.5170, -0.1786], [0.1423, -0.0135, -0.0399], [0.1121, 0.0066, -0.0028], [-0.4742, -0.0007, 0.1817], [0.0463, 0.1198, 0.1323], [0.3188, 0.3345, 0.1577], [-0.0892, -1.0783, 1.3370], [-0.0032, 0.0085, -0.9995], [-0.5513, 0.2337, 0.7707], [-0.5502, -0.0988, -0.5402], [-0.2292, 0.0972, -0.5190], [0.1021, 1.3006, 0.7800], [-0.2050, -0.3129, 0.0326], [0.6751, 0.4358, 0.6091], [-0.1001, 0.0945, -0.5885], [-0.1530, -0.2046, -0.1806], [1.0277, -0.3107, 0.1223], [-0.6505, 0.2872, -0.1538], [0.1104, 0.0202, -0.0800], [-0.1405, -0.0996, 0.1766], [0.3441, -0.2124, -0.0325], [-0.0463, 0.0547, -0.1546], [0.6156, -0.2324, -0.6306], [-1.2282, 0.2556, -0.2862], [0.1319, -0.0859, -0.4737], [0.5496, -0.6371, 1.3254], [0.0385, 0.4597, -0.8042], [1.1449, -0.6288, 0.8316], [0.8813, -0.3351, -0.1297], [-0.2848, -0.0161, 0.3924], [0.1707, 0.3167, 0.0014], [-0.3777, -0.6235, 0.0227], [-0.3208, 0.4624, 0.2452], [-0.1657, -0.3198, -0.2270], [0.0752, -0.0986, -0.0773], [0.5168, 0.5377, -0.5221], [-0.3554, -0.5305, -0.2956], [-0.7663, 0.6692, -0.0493], [0.1623, -0.1513, 0.1006], [-0.4281, 0.1248, -0.4365], [-0.0627, -0.1666, 0.8926], [-0.3013, 0.0889, -0.8707], [0.4493, 0.2062, -0.2456]]
}

{
  "formula": "C9H24CdNO5",
  "method": "wB97M-V/def2-TZVPD",
  "species": ["Cd", "C", "O", "H", "H", "H", "C", "O", "H", "H", "H", "C", "O", "H", "H", "H", "C", "O", "C", "C", "N", "C", "C", "O", "C", "H", "H", "H", "H", "H", "H", "H", "H", "H", "H", "H", "H", "H", "H", "H"],
  "xyz": [[0.45086, -0.53086, -0.49908], [3.64747, 0.82485, -0.76165], [2.51417, 0.11515, -0.66122], [4.39647, 0.59260, 0.04048], [4.18341, 0.65830, -1.72189], [3.50232, 1.94036, -0.68673], [-0.90155, 0.40255, -3.53503], [-0.24065, -0.37884, -2.67769], [-0.30148, 1.26536, -3.94687], [-1.26540, -0.14460, -4.43478], [-1.80617, 0.94294, -3.10311], [1.04102, -3.53523, 0.34921], [0.71988, -2.70331, -0.69257], [0.38373, -4.43390, 0.38156], [2.09506, -3.86244, 0.29417], [0.89761, -3.07088, 1.36170], [0.42663, 2.72778, -0.48048], [-0.32990, 1.57772, -0.14301], [-1.71789, 1.77402, -0.13058], [-2.47592, 0.46469, -0.38180], [-1.77061, -0.78075, -0.03567], [-1.91794, -1.27606, 1.32463], [-0.88874, -0.73882, 2.32580], [0.35896, -0.56989, 1.71712], [1.33758, -0.02903, 2.57311], [0.04391, 3.61337, 0.03582], [0.44452, 2.86074, -1.56435], [1.44984, 2.53138, -0.16159], [-2.02338, 2.47234, -0.91900], [-2.00101, 2.23166, 0.82961], [-2.70024, 0.39290, -1.44329], [-3.43574, 0.54681, 0.15618], [-2.12048, -1.44612, -0.71104], [-1.79678, -2.36152, 1.30252], [-2.93905, -1.12563, 1.70901], [-0.80997, -1.45113, 3.15707], [-1.22172, 0.22328, 2.75331], [1.16717, 1.04418, 2.71197], [2.30215, -0.23510, 2.11699], [1.30185, -0.52885, 3.55114]],
  "forces_ev_per_angstrom": [[1.8895, -1.3826, -3.1131], [0.2757, 0.3995, 0.1347], [-0.4221, -0.0899, 0.5323], [-0.0513, 0.0393, -0.1176], [0.0049, 0.0832, 0.0475], [0.1226, -0.1111, -0.0884], [0.0132, 0.8096, -0.1458], [-0.1012, -0.2524, 0.6521], [-0.0432, -0.1969, 0.0062], [-0.1554, 0.1035, 0.0406], [0.0051, -0.1858, -0.2458], [-0.3967, 0.5394, -0.1233], [-0.3832, -0.0532, 0.4423], [0.2396, -0.1627, -0.0413], [0.0140, -0.2323, 0.2124], [0.2127, -0.1110, -0.0505], [0.4173, -0.2179, -0.0165], [-0.3017, 0.8197, 0.2483], [-0.1903, 0.1201, 0.0406], [-0.1529, -0.0910, 0.2772], [-1.3523, 0.7255, 0.3277], [-0.1120, -0.7199, 0.0074], [-0.5501, 0.5379, 0.1507], [-0.1552, -0.3194, 1.1061], [0.1208, -0.2187, 0.2700], [-0.0784, 0.0217, -0.0616], [-0.1838, 0.1186, -0.0152], [-0.0324, -0.0568, -0.0122], [0.0996, 0.0220, -0.0148], [-0.0108, -0.0859, 0.0244], [0.1340, 0.0326, -0.0339], [0.0445, -0.0818, -0.0516], [0.6071, -0.4226, 0.0869], [0.2046, 0.0425, -0.2828], [0.1251, 0.2715, 0.1601], [-0.0022, 0.0144, 0.0033], [0.0470, -0.0223, -0.0903], [0.1219, 0.0043, -0.0369], [0.0136, 0.2616, -0.1685], [-0.0378, 0.0474, -0.0609]],
  "total_charge": -1
}

| no. | lowest unoccupied orbital energy (eV) | DFT total energy (eV) |
| --- | --- | --- |
| 1 | 0.37 | -72848.2361 |
| 2 | 2.88 | -26010.9937 |